(1)
The following is a DFT calculation (ωB97M-V/def2-TZVPD) of the molecule C4H8P2.

Orbital gap (eV): 10.05
HOMO energy (eV): -8.940
LUMO energy (eV): 1.11
SMILES: C1P[C@H]1P1CC1

Structure (ORCA input):
```
! RIJCOSX wB97M-V def2-TZVPD def2/J DEFGRID3
* xyz 0 1
P 1.085 0.684 0.016
P -1.909 1.102 0.906
C 0.804 0.451 -1.780
C 1.608 -0.635 -1.111
C -0.459 -0.133 0.676
C -0.871 0.214 2.082
H 1.281 -1.664 -1.177
H 1.226 1.077 -2.448
H -0.105 0.839 2.700
H -0.094 0.190 -2.188
H 2.658 -0.466 -1.384
H -1.379 -0.639 2.593
H -2.973 0.133 0.703
H -0.872 -1.151 0.412
*
```



(2)
The following is a DFT calculation (ωB97M-V/def2-TZVPD) of a cluster of 2 separate species, C3H4ClIN2 in total.

Orbital gap (eV): 9.35
HOMO energy (eV): -9.852
LUMO energy (eV): -0.50
SMILES: IC1C=NN=C1.Cl

Structure (ORCA input):
```
! RIJCOSX wB97M-V def2-TZVPD def2/J DEFGRID3
* xyz 0 1
I -1.697 -0.078 -2.294
Cl 2.116 -1.957 0.250
N -0.210 1.745 0.752
N -0.849 0.678 1.449
C -0.313 0.068 -0.734
C -0.799 -0.321 0.626
C 0.122 1.471 -0.442
H 1.532 -1.868 1.330
H 0.478 -0.602 -0.853
H -0.871 -1.388 0.957
H 0.490 2.251 -1.042
*
```



(3)
The following is a DFT calculation (ωB97M-V/def2-TZVPD) of the molecule C4H10O3.

Orbital gap (eV): 10.88
HOMO energy (eV): -10.014
LUMO energy (eV): 0.87
SMILES: COC[C@@H](O)CO

Structure (ORCA input):
```
! RIJCOSX wB97M-V def2-TZVPD def2/J DEFGRID3
* xyz 0 1
O 0.857 -2.692 -0.191
O -0.962 1.238 -0.101
O -1.044 -1.273 0.893
C 1.290 -1.650 0.644
C 0.171 0.421 -0.306
C -0.999 2.356 -0.954
C 0.195 -0.589 0.826
H -1.726 -0.626 0.657
H -0.072 -2.832 0.052
H -0.116 2.996 -0.799
H 0.109 -0.094 -1.278
H 1.603 -2.027 1.628
H 2.172 -1.198 0.173
H 0.366 -0.039 1.763
H -1.036 2.062 -2.014
H -1.900 2.925 -0.708
H 1.094 1.022 -0.284
*
```